Formula: C44H77BaN8O3P2STe
Source: OMol25
Level of theory: wB97M-V/def2-TZVPD

calculated total energy	-3761.07750	hartree
F_max	3.12	eV/Å
energy above the lowest of the compared OMol25 structures with the same formula, charge and spin	32.6	kcal/mol
net charge	-1
HOMO level	-2.71	eV

Geometry (Å):
Ba 0.037 -0.094 0.517
O -1.501 -3.949 -0.747
C -1.469 -2.796 -0.325
O -0.577 -2.245 0.389
C -2.620 -1.867 -0.745
C -3.795 -2.403 -1.255
C -4.782 -1.537 -1.694
C -4.557 -0.171 -1.632
C -3.359 0.274 -1.094
N -2.425 -0.554 -0.645
H -3.891 -3.478 -1.310
H -5.713 -1.924 -2.094
H -5.292 0.545 -1.975
H -3.141 1.331 -0.978
C 2.458 -2.257 -0.811
N 2.045 -1.001 -1.417
C 3.006 0.054 -1.125
C 1.872 -1.098 -2.863
C 0.806 -2.059 -3.370
N -0.531 -1.482 -3.462
C -1.475 -2.526 -3.818
C -0.594 -0.432 -4.464
H 3.361 -2.667 -1.300
H 1.663 -2.997 -0.845
H 2.683 -2.092 0.245
H 3.980 -0.144 -1.613
H 3.175 0.118 -0.052
H 2.624 1.017 -1.460
H 2.843 -1.383 -3.320
H 1.645 -0.091 -3.206
H 0.738 -2.945 -2.740
H 1.126 -2.415 -4.373
H -1.225 -2.974 -4.798
H -2.477 -2.104 -3.889
H -1.481 -3.310 -3.064
H -0.258 -0.798 -5.454
H 0.018 0.428 -4.194
H -1.624 -0.084 -4.563
S 2.431 2.768 1.274
C 0.871 3.292 2.085
N 0.535 2.456 3.240
C 0.830 2.807 4.521
C 1.123 4.073 4.877
C 1.122 5.066 3.820
C 0.971 4.711 2.540
H 0.535 1.463 3.043
H 0.747 2.004 5.248
H 1.290 4.328 5.912
H 1.246 6.114 4.070
H 0.984 5.445 1.746
C -2.860 -3.510 3.234
C -3.834 -2.342 3.141
P -2.965 -0.762 2.749
C -4.352 0.404 2.387
C -5.718 0.158 3.023
C -2.369 -0.223 4.415
C -3.366 0.213 5.480
H -3.385 -4.449 3.419
H -2.151 -3.367 4.051
H -2.275 -3.623 2.321
H -4.408 -2.251 4.070
H -4.559 -2.517 2.340
H -4.464 0.405 1.300
H -3.969 1.401 2.627
H -6.179 -0.746 2.625
H -6.397 0.986 2.809
H -5.668 0.047 4.103
H -1.655 0.585 4.225
H -1.760 -1.053 4.786
H -3.945 1.078 5.156
H -2.846 0.500 6.396
H -4.067 -0.582 5.740
O 1.398 2.256 -2.757
P 1.061 3.010 -3.981
N 1.839 2.360 -5.300
C 1.777 2.916 -6.646
C 2.631 1.948 -7.501
C 3.124 0.884 -6.513
C 3.092 1.628 -5.186
N -0.564 3.010 -4.260
C -1.490 2.636 -3.176
C -2.858 2.786 -3.827
C -2.658 3.958 -4.782
C -1.251 3.722 -5.334
N 1.500 4.621 -3.982
C 0.695 5.592 -3.225
C 1.377 5.768 -1.862
C 2.771 5.143 -2.035
C 2.881 4.864 -3.532
H 2.190 3.931 -6.674
H 0.747 2.970 -6.994
H 3.476 2.486 -7.933
H 2.064 1.517 -8.324
H 4.108 0.491 -6.767
H 2.420 0.052 -6.463
H 3.950 2.316 -5.131
H 3.104 1.004 -4.301
H -1.380 3.305 -2.319
H -1.280 1.629 -2.823
H -3.638 2.970 -3.089
H -3.121 1.882 -4.385
H -2.692 4.900 -4.230
H -3.407 4.005 -5.574
H -0.740 4.659 -5.575
H -1.293 3.118 -6.248
H -0.337 5.256 -3.142
H 0.696 6.532 -3.789
H 0.826 5.242 -1.079
H 1.427 6.824 -1.593
H 2.826 4.217 -1.463
H 3.572 5.798 -1.691
H 3.515 4.006 -3.757
H 3.275 5.728 -4.079
Te -0.723 3.105 0.575
C 3.462 1.476 4.645
N 4.447 0.705 3.821
C 5.432 1.623 3.203
C 3.754 -0.131 2.758
C 2.806 -1.095 3.378
C 3.286 -1.985 4.341
C 2.427 -2.879 4.948
C 1.095 -2.892 4.546
C 0.663 -2.025 3.554
C 1.475 -1.061 2.925
H 4.017 1.984 5.434
H 2.746 0.769 5.053
H 2.974 2.205 3.968
H 4.927 0.053 4.445
H 4.861 2.308 2.576
H 6.132 1.034 2.614
H 5.948 2.164 3.993
H 4.566 -0.599 2.187
H 3.225 0.594 2.136
H 4.344 -2.014 4.611
H 2.792 -3.571 5.698
H 0.404 -3.597 4.999
H -0.374 -2.117 3.246

These are the Löwdin partial charges, in e, on atoms 1 to 4: 1.445 0.013 -0.664 -0.420